Record 1
Here is an isolated molecule of C2H7OPS in a non-equilibrium geometry from the Open Molecules 2025 dataset. Energies are from wB97M-V/def2-TZVPD.

XYZ file:
```
12
Properties=species:S:1:pos:R:3:forces:R:3:mulliken_charge:R:1
S 1.15027 0.45457 0.25736 -2.16 -1.53 3.87 0.393
P -0.23623 -0.37705 -1.12863 -1.22 0.99 -0.81 0.010
O 2.42042 0.13873 -0.33192 2.63 -0.39 -1.03 -0.528
C 0.72175 -1.13064 1.66652 4.31 -0.11 -0.56 -0.934
C -1.50722 1.10093 -1.05952 1.78 -0.56 1.63 -0.849
H -0.96311 2.03545 -1.45411 -1.23 -1.24 1.26 0.278
H -2.37822 0.87626 -1.62330 -0.60 -0.20 -0.79 0.361
H -0.28960 -1.16437 1.73479 -3.13 -0.03 0.13 0.346
H -1.85941 1.00362 0.04609 0.74 1.10 -1.77 0.239
H 0.64054 0.28045 -2.01829 -0.17 -0.29 -0.47 0.086
H 1.12286 -2.08738 1.19456 -0.55 1.44 0.13 0.310
H 1.17794 -1.13057 2.71644 -0.42 0.82 -1.58 0.290
```
Positions in Å, forces in eV/Å.

Values from the calculation:
- gap between HOMO and LUMO (eV) = 9.47
- SMILES = C[PH]#S(C)=O
- HOMO (hartree) = -0.3244
- LUMO level (eV) = 0.6

***

Record 2
Here is C38H33AsIN4OS2Sc as an isolated structure from the Open Molecules 2025 dataset. Energies are from wB97M-V/def2-TZVPD.

XYZ file:
```
81
Properties=species:S:1:pos:R:3:forces:R:3:mulliken_charge:R:1
I -2.90798 -0.43836 -2.67632 -0.08 -0.26 -0.01 0.125
As -3.45717 -0.43050 1.30981 0.21 0.20 -0.27 0.528
Sc -0.48244 -0.40029 -0.73469 0.15 -0.01 0.24 -0.969
S -1.65762 4.31318 2.40806 -0.10 -0.01 0.18 -0.045
S 3.11855 -4.72468 -2.64514 0.01 -0.05 -0.17 -0.089
O -1.94042 -0.13399 0.61266 -0.09 -0.21 0.16 0.075
N 1.69408 -1.22997 -0.38539 -0.06 0.09 -0.04 1.103
N -0.83627 -2.73000 -0.68916 -0.07 0.14 -0.21 1.188
N -0.75850 -2.78162 1.63757 0.05 0.12 0.16 0.068
N 0.60584 0.92795 0.78195 -0.10 -0.04 -0.12 1.038
C 4.37803 -1.86949 -0.04270 -0.07 0.07 0.00 -0.646
C 4.10318 1.28651 1.91770 -0.12 -0.06 -0.08 -1.156
C -1.62934 5.87525 3.09506 0.07 0.10 -0.11 -0.428
C 2.49984 -0.44584 0.37575 -0.09 0.09 0.05 -0.289
C 1.92343 0.72175 0.97828 -0.08 -0.13 -0.05 -0.399
C 4.35294 -5.87025 -2.91508 0.03 -0.04 0.10 -0.369
C -3.83777 2.40720 -2.69890 0.06 0.10 0.01 -0.679
C 0.04520 2.02492 1.24625 0.18 0.00 0.09 -0.284
C -0.69651 -4.85050 0.42006 0.01 0.12 -0.02 -1.100
C -0.27770 1.33705 -2.07403 -0.16 -0.21 0.04 -0.121
C 4.64400 0.17531 1.37524 -0.12 0.01 -0.03 -1.117
C -0.74825 -3.44536 0.43873 -0.01 -0.07 0.02 0.329
C 0.75010 2.99557 1.98414 -0.09 0.02 -0.06 0.396
C 2.08802 2.75073 2.23269 0.02 -0.07 -0.01 -0.811
C -3.21680 -0.69470 3.17643 0.04 -0.01 0.11 -1.229
C 0.94924 1.96181 -2.08355 0.04 0.04 0.02 -0.493
C 2.71025 1.60155 1.71950 0.10 0.05 0.07 0.575
C -0.85432 -4.76565 -1.96958 0.01 0.06 0.17 -1.040
C -0.89916 -3.40242 -1.86647 0.05 -0.01 -0.04 -0.656
C -0.35802 6.31746 3.29652 -0.05 -0.12 0.05 -0.700
C -0.00947 4.14957 -2.35452 -0.03 -0.11 0.00 -0.800
C -4.51828 1.11790 1.01438 -0.10 0.09 0.04 -0.748
C -2.45995 4.37466 -2.56475 0.01 -0.02 0.00 -1.080
C 3.56814 -2.68584 -0.80917 0.02 -0.10 -0.05 0.648
C -4.29635 -1.97228 0.56583 0.04 -0.12 -0.08 -0.920
C 5.27498 -4.50391 -1.29995 -0.08 -0.05 -0.12 -0.543
C 1.09761 3.35903 -2.24901 -0.07 -0.05 -0.01 -1.101
C -1.30410 3.57129 -2.39510 0.02 0.10 -0.01 0.984
C -1.42308 2.16118 -2.30830 0.00 -0.06 -0.08 1.373
C 3.85214 -0.72565 0.57416 0.09 -0.01 0.00 0.602
C -3.69532 3.81482 -2.69763 0.00 -0.09 -0.01 -0.714
C 0.05848 4.19921 2.44822 0.23 -0.08 -0.14 0.369
C -2.73087 1.63560 -2.50405 0.13 0.27 0.00 0.392
C 0.61335 5.35259 2.92673 -0.13 0.00 0.07 -0.477
C 4.06381 -3.89155 -1.47779 0.07 0.16 0.26 0.378
C -0.74322 -5.50336 -0.78293 -0.01 0.00 -0.10 -0.459
C 5.43908 -5.64362 -2.12564 -0.07 0.06 -0.06 -0.626
C 2.21986 -2.30800 -0.94234 0.03 0.10 0.03 -0.442
H 1.67595 5.51681 3.01413 0.06 0.01 0.00 0.398
H 4.70851 1.95897 2.50804 0.03 0.05 0.03 0.503
H -4.80627 1.96440 -2.88478 -0.03 -0.02 -0.01 0.513
H -0.39751 -3.27253 2.43977 0.00 -0.02 -0.03 0.292
H -2.73052 -1.65466 3.34361 -0.06 0.03 0.02 0.340
H -4.56617 4.43622 -2.84700 -0.05 0.01 0.00 0.455
H -4.19838 -0.68046 3.64989 0.03 -0.04 0.06 0.469
H 1.85591 1.38184 -1.91789 -0.01 0.02 -0.02 0.438
H -0.89683 -5.24179 -2.93526 -0.01 -0.04 -0.06 0.527
H -5.56779 0.86616 1.16780 0.01 0.06 0.00 0.496
H -2.55102 6.39155 3.29738 -0.07 0.06 -0.01 0.446
H -4.35417 1.45268 -0.00983 -0.02 0.00 0.00 0.054
H -0.96075 -2.78851 -2.75912 -0.02 -0.01 0.03 0.406
H -0.62351 -5.39444 1.35100 0.00 -0.01 0.03 0.480
H 6.02902 -4.16372 -0.60798 0.04 0.02 0.05 0.379
H -2.60554 0.11364 3.57546 -0.02 0.00 -0.01 0.368
H 4.21064 -6.65173 -3.64074 -0.01 -0.07 -0.04 0.448
H -3.51892 -2.66055 0.23220 -0.07 0.02 0.03 0.158
H -1.00678 2.15316 1.01563 0.05 0.02 0.02 -0.056
H -4.89872 -2.43906 1.34342 -0.04 -0.04 -0.02 0.464
H 5.42855 -2.09290 0.07651 0.06 -0.03 0.01 0.477
H -4.21600 1.89767 1.71390 -0.01 -0.02 -0.05 0.292
H -2.34347 5.44917 -2.61308 0.02 0.04 0.00 0.446
H -0.69747 -6.58322 -0.81160 0.00 -0.03 -0.01 0.460
H 2.67239 3.43982 2.82781 0.00 0.05 0.01 0.516
H 0.08225 5.22321 -2.44247 0.01 0.07 -0.01 0.447
H 1.54898 -2.91846 -1.53388 0.04 -0.01 -0.01 0.051
H -4.92296 -1.68359 -0.27581 0.03 -0.02 0.03 0.382
H -0.63685 -1.77879 1.66082 -0.01 -0.12 -0.07 -0.079
H -0.12243 7.28735 3.70318 0.01 0.05 0.03 0.432
H 5.68963 -0.05402 1.52357 0.05 -0.02 0.01 0.479
H 6.32423 -6.25868 -2.13912 0.04 -0.03 -0.01 0.425
H 2.08471 3.80021 -2.26906 0.04 0.01 0.02 0.456
```
Positions in Å, forces in eV/Å.

Values from the calculation:
- gap between HOMO and LUMO (eV) = 6.95
- charge = +2
- HOMO (hartree) = -0.4622
- LUMO level (eV) = -5.6

***

Record 3
Here is C13H27F3N2O9SV as an isolated structure in a non-equilibrium geometry from the Open Molecules 2025 dataset. Energies are from wB97M-V/def2-TZVPD.

XYZ file:
```
56
Properties=species:S:1:pos:R:3:forces:R:3:lowdin_spin:R:1
V -0.06564 -1.04032 0.66199 -0.70 -1.35 1.38 2.785
S 0.04680 2.23214 1.96414 -1.11 0.23 -0.49 0.005
F 1.30301 1.95087 4.24325 0.11 0.20 0.26 0.000
F 2.60845 2.43624 2.59514 0.10 0.27 0.00 0.000
F 1.36715 3.98261 3.47279 0.04 0.24 0.17 0.000
O 0.40570 0.89860 1.52063 0.38 0.97 0.51 0.020
O 0.15631 3.24095 0.89897 0.57 -0.21 0.23 0.001
O 1.23793 -0.21675 -0.89418 0.55 -0.97 -0.51 0.025
O 1.17883 -1.76866 2.32818 0.11 0.24 -1.67 0.023
O -2.34993 -0.56138 4.09163 -0.74 -0.25 -0.82 0.004
O -0.72473 -2.81523 -0.44222 0.15 0.53 0.01 0.036
O -1.79111 -1.38874 2.08553 -0.91 0.56 -0.40 0.019
O -1.47811 0.30589 -0.45587 0.29 -0.37 -0.55 0.016
O -1.16821 2.36568 2.72086 0.28 -0.01 0.21 0.002
N -2.86667 0.53105 -2.22617 -0.13 0.22 -0.08 0.004
N 1.66872 1.93236 -1.11533 0.30 0.47 -0.64 0.010
C 2.51396 -2.10139 2.19543 -2.13 0.12 0.66 0.006
C 2.29230 3.10607 -1.70738 0.15 -0.68 0.94 0.001
C 0.21808 -4.27302 -2.13239 -0.68 0.06 -0.42 0.001
C -2.44915 0.81418 -0.96845 0.26 0.21 0.99 0.007
C 1.90764 0.64817 -1.44407 -0.27 0.10 1.69 0.015
C 3.42675 -0.91980 1.85793 1.27 -0.68 0.91 0.002
C -0.66763 -3.03146 -1.80435 1.06 -0.19 2.31 0.003
C -3.30059 1.76120 -0.16028 -0.49 0.32 -0.09 0.001
C -4.04734 -0.56899 2.46494 -0.55 -0.78 -0.29 0.000
C -2.61733 -0.86356 2.89873 2.16 0.22 1.25 0.004
C -2.11397 -0.27997 -3.17049 -0.60 1.07 -0.55 0.001
C 1.40690 2.68822 3.14502 -0.40 -0.95 -0.58 0.001
C 2.99857 0.30139 -2.42204 -0.65 0.03 -0.18 0.002
H -2.39465 -1.32591 -3.12138 0.47 -0.14 0.24 0.000
H 1.62945 3.96589 -1.63326 -0.25 -0.15 -0.21 0.000
H -4.33804 1.61647 -0.47918 -0.09 0.14 0.42 0.000
H 3.40767 -0.63932 0.80453 0.04 -0.05 -0.02 0.001
H 3.28612 -0.73990 -2.32139 -0.36 -0.13 0.05 0.000
H 3.90345 0.89104 -2.29264 -0.19 0.37 -0.29 0.000
H 0.79657 -4.55204 -1.25400 0.26 0.37 -0.03 0.000
H -3.14669 1.57357 0.90026 -0.17 -0.43 -0.06 0.000
H 2.66373 -2.92569 1.46123 0.30 0.19 -0.22 0.001
H -4.69328 -1.24585 3.03716 0.01 0.08 0.05 0.000
H -4.35252 0.44202 2.72901 0.15 0.10 -0.10 0.000
H 2.54674 2.86869 -2.73710 0.18 0.38 -0.05 0.000
H 0.83225 -3.97196 -2.98867 0.33 -0.53 0.04 0.000
H -3.59162 1.12797 -2.57956 -0.07 -0.09 -0.07 0.000
H 2.46224 0.45673 -3.36725 0.84 -0.03 -0.39 0.001
H 3.32049 -0.03046 2.48109 -0.77 -0.07 -0.05 0.000
H -0.11227 -2.18181 -2.24285 -0.62 0.14 -0.76 0.000
H -4.22747 -0.80860 1.41258 0.11 0.27 -0.04 0.000
H -1.70024 -3.19294 -2.16175 0.07 0.22 -0.75 0.000
H -1.05307 -0.06264 -3.07897 0.11 -0.55 0.32 0.000
H -2.40563 0.10219 -4.15606 0.03 -0.21 -0.07 0.000
H 2.77385 -2.56419 3.17379 0.75 0.22 -0.07 -0.001
H -3.06089 2.82529 -0.23809 0.29 -0.12 -0.56 0.000
H 1.13714 2.08718 -0.26160 -0.35 0.02 -0.22 0.000
H 4.42094 -1.28024 2.19435 0.25 0.17 -0.80 0.000
H -0.36644 -5.16691 -2.38628 -0.05 0.10 -0.17 0.000
H 3.16550 3.36504 -1.09592 0.28 0.12 -0.47 0.001
```
Positions in Å, forces in eV/Å.

Values from the calculation:
- gap between HOMO and LUMO (alpha / beta) (eV) = 3.98 / 5.26
- charge = -2
- spin multiplicity = 4
- HOMO (alpha / beta) (hartree) = 0.0160 / -0.0312
- LUMO level (alpha / beta) (eV) = 4.4 / 4.4

***

Record 4
Here is an isolated molecule of C16H11N3O2 in a non-equilibrium geometry from the Open Molecules 2025 dataset. Energies are from wB97M-V/def2-TZVPD.

XYZ file:
```
32
Properties=species:S:1:pos:R:3:forces:R:3:mulliken_charge:R:1
O 0.46782 2.87446 -3.37727 0.79 0.43 0.68 -0.344
O -1.49830 -5.89577 1.67256 0.41 -0.39 0.00 -0.550
N 1.52192 -0.62424 1.11945 -1.34 0.76 -2.30 0.002
N 1.68315 -1.92901 2.87192 0.44 1.36 -0.60 -0.459
N 2.67984 -0.93966 2.94130 -0.65 -1.90 0.93 -0.778
C 3.38944 0.91971 1.53831 -0.41 0.23 -0.55 -0.698
C 1.94709 1.18098 -0.44336 -0.59 -1.35 1.20 0.613
C 3.07316 1.62412 0.41302 -0.45 -1.32 0.83 -0.422
C -0.25466 -2.47912 1.42668 0.74 1.08 0.01 0.332
C -1.43276 -4.57014 1.38857 0.11 0.02 0.51 0.931
C 2.56637 -0.19151 1.89256 0.15 -0.17 0.07 0.593
C 0.96927 -1.71125 1.77685 0.84 0.06 0.93 0.102
C 1.19687 0.03455 -0.11277 1.80 1.41 0.96 -0.462
C -2.54588 -3.95658 0.87655 -0.91 1.12 -1.12 -0.615
C 1.60132 1.97979 -1.61160 -1.28 0.25 -1.44 0.538
C 2.48461 2.81979 -2.36066 -1.08 0.95 -1.10 -0.795
C 0.37455 2.06971 -2.26926 2.70 0.46 0.17 -0.800
C -2.49369 -2.58612 0.57491 0.40 0.30 0.90 -0.543
C -1.36709 -1.83313 0.91624 -0.34 -0.13 -0.82 -0.780
C -0.30761 -3.82448 1.68653 -0.07 -0.45 0.06 -0.536
C 1.76042 3.38336 -3.39553 0.52 -1.25 1.39 -0.240
H -3.44417 -4.52080 0.65423 0.13 -0.08 0.06 0.405
H 4.22523 1.15181 2.21408 -0.54 -0.01 -0.46 0.429
H 0.48860 -4.30544 2.20309 0.79 -0.23 0.17 0.421
H -1.34734 -0.75946 0.73871 -0.08 -0.22 0.07 0.632
H -3.32190 -2.00108 0.18697 -0.21 -0.58 -0.06 0.363
H -0.60756 -6.21514 1.89429 -0.45 0.11 -0.02 0.296
H 2.12022 4.11989 -4.12217 -0.86 -0.57 0.10 0.385
H -0.54235 1.62305 -2.00492 -0.97 -0.18 -0.20 0.525
H 3.69461 2.48808 0.24903 -0.27 0.25 -0.72 0.329
H 3.50729 3.05983 -2.15357 0.27 -0.07 0.08 0.377
H 0.38687 -0.37310 -0.71919 0.39 0.12 0.29 0.751
```
Positions in Å, forces in eV/Å.

Values from the calculation:
- gap between HOMO and LUMO (eV) = 8.28
- SMILES = Oc1cccc(-c2nnc3ccc(-c4ccoc4)cn23)c1
- HOMO (hartree) = -0.3041
- LUMO level (eV) = 0.0